No. 1
Molecular formula: C2H3ClF2
Method: DFT, the ωB97M-V functional and the def2-TZVPD basis

Values from the calculation:
SMILES: FC(F)CCl
HOMO energy: -10.611 eV
HOMO-LUMO gap: 11.49 eV
LUMO level: 0.88 eV

Cartesian coordinates (Å):
F1 1.520 -0.241 0.752
C1 0.452 0.582 0.474
F2 0.926 1.690 0.058
C2 -0.567 -0.489 -0.413
Cl1 0.001 -0.707 -2.077
H1 -0.142 0.557 1.385
H2 -0.684 -1.381 0.166
H3 -1.505 -0.012 -0.345

---

No. 2
Molecular formula: C2H3ClF2N2
Method: DFT, the ωB97M-V functional and the def2-TZVPD basis

Values from the calculation:
HOMO energy: -9.391 eV
HOMO-LUMO gap: 9.73 eV
LUMO level: 0.33 eV

Cartesian coordinates (Å):
C1 -0.719 -0.754 0.042
C2 0.748 -0.400 -0.097
H1 -3.338 0.793 -0.690
H2 -3.497 -0.955 0.561
H3 -1.010 -1.805 0.532
N1 -2.987 0.222 0.108
N2 -1.630 0.177 -0.410
F1 1.432 -1.016 -1.079
F2 1.047 -0.877 1.168
Cl1 1.040 1.361 0.073

---

No. 3
Molecular formula: C2H3ClF2O
Method: DFT, the ωB97M-V functional and the def2-TZVPD basis

Values from the calculation:
SMILES: COC(F)(F)Cl
HOMO energy: -10.791 eV
HOMO-LUMO gap: 11.57 eV
LUMO level: 0.78 eV

Cartesian coordinates (Å):
C1 0.165 0.007 -0.132
O1 1.217 0.778 -0.602
C2 2.638 0.412 0.022
F1 2.608 0.686 1.294
F2 3.528 1.172 -0.555
Cl1 2.988 -1.247 -0.211
H1 -0.732 0.597 -0.120
H2 0.385 -0.268 0.963
H3 0.153 -0.935 -0.671

---

No. 4
Molecular formula: C2H3ClF3P
Method: DFT, the ωB97M-V functional and the def2-TZVPD basis

Values from the calculation:
HOMO energy (spin up / spin down): -8.424 / -8.577 eV
HOMO-LUMO gap (spin up / spin down): 8.46 / 8.81 eV
LUMO level (spin up / spin down): 0.04 / 0.23 eV

Cartesian coordinates (Å):
C1 0.967 1.190 -0.860
C2 0.026 -1.108 0.148
F1 -0.168 1.841 -0.986
F2 -0.021 -1.962 -0.942
F3 0.877 -1.476 1.111
P1 -1.549 -0.285 0.436
Cl1 1.936 1.943 0.250
H1 1.242 0.649 -1.831
H2 -0.977 0.529 1.472
H3 -2.332 -1.320 1.202

---

No. 5
Molecular formula: C2H3ClFNO
Method: DFT, the ωB97M-V functional and the def2-TZVPD basis

Values from the calculation:
SMILES: O/N=C/[C@H](F)Cl
HOMO energy: -10.827 eV
HOMO-LUMO gap: 11.48 eV
LUMO level: 0.66 eV

Cartesian coordinates (Å):
O1 -2.181 -0.413 -0.311
N1 -1.014 -0.188 0.450
C1 -0.142 0.128 -0.360
C2 1.177 0.295 0.263
F1 1.810 1.451 -0.155
Cl1 2.406 -0.993 -0.127
H1 -2.830 -0.806 0.313
H2 -0.378 0.302 -1.406
H3 1.152 0.224 1.334

---

No. 6
Molecular formula: C2H3ClFNO2
Method: DFT, the ωB97M-V functional and the def2-TZVPD basis

Values from the calculation:
HOMO energy (spin up / spin down): -9.660 / -9.540 eV
HOMO-LUMO gap (spin up / spin down): 8.21 / 8.54 eV
LUMO level (spin up / spin down): -1.45 / -1.00 eV

Cartesian coordinates (Å):
C1 -1.527 -0.082 -0.037
C2 0.853 -0.446 0.408
N1 1.146 0.760 -0.319
O1 1.220 0.617 -1.507
O2 1.191 1.764 0.348
F1 0.897 -0.367 1.693
Cl1 1.344 -1.920 -0.398
H1 -1.679 -1.199 -0.127
H2 -2.110 0.391 0.823
H3 -1.336 0.481 -0.885

---

No. 7
Molecular formula: C2H3ClFNO2
Method: DFT, the ωB97M-V functional and the def2-TZVPD basis

Values from the calculation:
SMILES: C=C(F)[N+](=O)[O-].Cl
HOMO energy: -11.075 eV
HOMO-LUMO gap: 10.22 eV
LUMO level: -0.85 eV

Cartesian coordinates (Å):
C1 -1.735 0.190 0.621
C2 -0.649 0.853 0.149
F1 -0.537 1.989 -0.567
N1 0.640 0.211 0.426
O1 0.535 -0.922 0.816
O2 1.668 0.872 0.338
H1 -1.568 -0.725 1.032
H2 -2.731 0.493 0.513
Cl1 2.046 -2.042 -1.453
H3 2.332 -0.918 -1.875

---

No. 8
Molecular formula: C2H3ClN2
Method: DFT, the ωB97M-V functional and the def2-TZVPD basis

Values from the calculation:
SMILES: CC1(Cl)N=N1
HOMO energy: -8.720 eV
HOMO-LUMO gap: 9.19 eV
LUMO level: 0.47 eV

Cartesian coordinates (Å):
C1 -0.212 0.024 0.025
C2 -1.676 0.212 -0.262
Cl1 -2.695 -1.122 0.030
N1 -2.282 1.499 -0.628
N2 -2.083 1.767 0.569
H1 -0.100 -0.636 0.808
H2 0.509 0.882 -0.048
H3 -0.076 -0.828 -0.790

---

No. 9
Molecular formula: C2H3ClN2O
Method: DFT, the ωB97M-V functional and the def2-TZVPD basis

Values from the calculation:
SMILES: [H]/N=C(\Cl)C(N)=O
HOMO energy: -9.876 eV
HOMO-LUMO gap: 10.54 eV
LUMO level: 0.66 eV

Cartesian coordinates (Å):
H1 -1.152 1.944 0.847
N1 -0.479 1.379 0.389
C1 -0.697 0.198 0.719
Cl1 -1.666 -0.495 1.863
C2 0.265 -0.909 -0.161
N2 1.065 -0.221 -0.965
O1 0.216 -2.102 0.112
H2 0.922 0.857 -1.004
H3 1.525 -0.650 -1.800

---

No. 10
Molecular formula: C2H3ClN2O
Method: DFT, the ωB97M-V functional and the def2-TZVPD basis

Values from the calculation:
SMILES: O/N=C/Cl.C#N
HOMO energy: -10.369 eV
HOMO-LUMO gap: 11.16 eV
LUMO level: 0.79 eV

Cartesian coordinates (Å):
O1 0.742 -0.976 0.021
N1 -0.587 -0.880 -0.519
C1 -1.455 -0.603 0.344
Cl1 -3.021 -0.464 -0.064
H1 1.211 -0.750 -0.797
H2 -1.380 -0.561 1.405
C2 -1.090 1.736 -0.724
N2 -1.266 2.368 0.197
H3 -1.036 0.910 -1.446

---

One value per record, in order, for DFT total energy: -20079.0847, -23056.1024, -22126.5750, -32081.7759, -20898.0453, -22941.0710, -22943.4019, -17621.4941, -19672.3087, -19669.2735 eV.
One value per record, in order, for energy relative to the best compared isomer or geometry (same formula, charge and spin): 1.304, 4.122, 0.780, 2.965, 2.274, 5.155, 2.824, 3.915, 0.262, 3.297 eV.